The following is a quantum chemistry calculation of a 2-piece molecular cluster, C5H11NO overall, from the OMol25 dataset.

Computed properties:
LUMO (alpha / beta)   0.92 / 0.92 eV
Gap between HOMO and LUMO (alpha / beta)   8.01 / 8.01 eV
HOMO (alpha / beta)   -7.088 / -7.088 eV

ORCA input file:
```
! RIJCOSX wB97M-V def2-TZVPD def2/J DEFGRID3
* xyz 0 1
C 2.72 0.49 0.08
O 1.57 0.68 -0.72
C 0.69 -0.38 -0.62
C -0.07 -0.69 0.70
N -1.22 -0.53 -0.04
C -2.61 -0.76 0.31
C -0.68 -0.14 -1.20
H 3.35 1.38 -0.04
H 3.29 -0.39 -0.25
H 2.44 0.37 1.13
H 1.13 -1.33 -0.99
H 0.03 -1.61 1.28
H -0.11 2.10 0.45
H -2.79 -0.33 1.30
H -2.81 -1.83 0.34
H -3.25 -0.28 -0.43
H -0.60 2.66 0.56
H -1.08 0.59 -1.88
*
```

The following is a quantum chemistry calculation of a 12-piece molecular cluster, C50H83BrCl22FNO2P2S2 overall in a non-equilibrium geometry, from the OMol25 dataset.

Computed properties:
LUMO   0.12 eV
Gap between HOMO and LUMO   7.09 eV
SMILES string   CCOc1c(CCCF)cc2c(c1C)Nc1c(CC[C@@H](C)CCC=C(C)C)c(P(O)Br)cc([PH2]=S)c1S2.ClCCCl.ClCCCl.ClCCCl.ClCCCl.ClCCCl.ClCCCl.ClCCCl.ClCCCl.ClCCCl.ClCCCl.ClCCCl
HOMO   -6.971 eV

ORCA input file:
```
! RIJCOSX wB97M-V def2-TZVPD def2/J DEFGRID3
* xyz 0 1
C 4.02 2.11 -0.96
C 2.76 1.65 -1.69
O 2.03 0.62 -1.03
C 1.34 1.04 0.08
C 1.81 0.58 1.32
C 2.97 -0.38 1.42
C 2.43 -1.82 1.59
C 1.84 -2.33 0.29
F 2.79 -2.29 -0.74
C 1.17 1.02 2.46
C 0.09 1.88 2.36
C -0.42 2.29 1.15
C 0.22 1.86 -0.02
C -0.30 2.26 -1.38
N -1.53 3.16 1.02
C -2.54 3.07 2.02
C -3.87 3.32 1.63
C -4.23 3.64 0.19
C -4.21 2.36 -0.67
C -5.40 1.41 -0.46
C -5.73 0.68 -1.78
C -5.13 0.39 0.65
C -3.88 -0.48 0.43
C -3.90 -1.54 1.51
C -3.11 -1.45 2.63
C -3.69 -1.34 4.02
C -1.58 -1.49 2.53
C -4.88 3.25 2.59
P -6.62 3.61 2.16
O -6.86 4.88 3.17
Br -7.74 1.95 3.17
C -4.61 2.93 3.91
C -3.31 2.67 4.30
P -3.03 2.22 6.04
S -4.60 1.39 6.85
C -2.29 2.75 3.34
S -0.63 2.46 3.87
H 4.43 1.37 -0.28
H 3.87 3.07 -0.46
H 4.79 2.29 -1.71
H 3.04 1.22 -2.66
H 2.16 2.53 -1.93
H 3.56 -0.38 0.51
H 3.63 -0.13 2.26
H 1.58 -1.76 2.29
H 3.22 -2.49 1.94
H 0.97 -1.74 -0.02
H 1.56 -3.38 0.39
H 1.50 0.70 3.45
H -0.07 3.31 -1.60
H 0.20 1.67 -2.14
H -1.37 2.09 -1.46
H -1.97 2.94 0.14
H -3.47 4.34 -0.20
H -5.18 4.16 0.12
H -3.32 1.79 -0.39
H -4.07 2.62 -1.73
H -6.29 2.01 -0.22
H -4.80 0.28 -2.21
H -6.36 -0.18 -1.54
H -6.24 1.32 -2.49
H -5.06 0.83 1.65
H -5.99 -0.29 0.68
H -2.99 0.12 0.62
H -3.85 -0.92 -0.57
H -4.56 -2.40 1.40
H -4.56 -0.69 4.04
H -3.98 -2.32 4.43
H -2.92 -0.96 4.71
H -1.13 -0.54 2.23
H -1.31 -2.28 1.84
H -1.20 -1.75 3.52
H -7.52 5.46 2.77
H -5.41 2.89 4.65
H -2.59 3.36 6.72
H -1.99 1.28 6.00
Cl 6.75 0.03 3.53
C 6.60 1.69 4.15
C 5.37 2.38 3.61
Cl 5.51 2.69 1.86
H 7.51 2.23 3.89
H 6.54 1.63 5.24
H 5.25 3.35 4.11
H 4.48 1.79 3.78
Cl -11.49 -1.21 4.33
C -11.42 0.54 3.99
C -12.63 1.01 3.24
Cl -12.67 0.39 1.56
H -10.51 0.74 3.45
H -11.38 1.05 4.96
H -12.62 2.10 3.17
H -13.55 0.71 3.73
Cl 7.34 3.34 -1.84
C 8.72 2.25 -2.12
C 8.29 0.94 -2.73
Cl 7.33 -0.05 -1.59
H 9.23 2.09 -1.17
H 9.41 2.75 -2.81
H 9.17 0.36 -3.00
H 7.68 1.10 -3.62
Cl 11.46 2.83 -3.75
C 11.64 2.35 -5.46
C 11.21 0.92 -5.70
Cl 12.31 -0.25 -4.93
H 12.68 2.50 -5.74
H 11.02 3.02 -6.05
H 11.22 0.71 -6.77
H 10.21 0.74 -5.31
Cl -14.65 1.12 5.73
C -15.47 2.64 6.20
C -16.59 2.98 5.25
Cl -15.99 3.42 3.63
H -14.72 3.43 6.22
H -15.86 2.50 7.20
H -17.15 3.83 5.63
H -17.28 2.14 5.14
Cl -2.86 1.92 -3.92
C -3.30 2.25 -5.62
C -4.26 3.40 -5.75
Cl -5.87 3.00 -5.10
H -3.70 1.33 -6.04
H -2.37 2.49 -6.15
H -4.40 3.65 -6.80
H -3.90 4.28 -5.23
Cl 3.90 -7.81 -1.53
C 4.11 -6.07 -1.84
C 3.05 -5.52 -2.75
Cl 3.20 -6.14 -4.41
H 5.11 -5.92 -2.26
H 4.07 -5.56 -0.87
H 3.13 -4.43 -2.80
H 2.05 -5.77 -2.38
Cl -2.51 5.89 1.92
C -2.20 7.64 1.72
C -3.26 8.29 0.86
Cl -3.17 7.75 -0.84
H -1.21 7.76 1.29
H -2.21 8.08 2.71
H -3.12 9.37 0.86
H -4.26 8.06 1.23
Cl 6.03 -10.28 -7.74
C 5.87 -8.61 -7.12
C 4.65 -7.92 -7.65
Cl 4.77 -7.58 -9.40
H 6.78 -8.07 -7.38
H 5.82 -8.68 -6.03
H 4.52 -6.96 -7.15
H 3.75 -8.52 -7.49
Cl 7.36 -9.58 -3.44
C 8.76 -10.64 -3.79
C 8.33 -11.93 -4.44
Cl 7.43 -12.98 -3.32
H 9.28 -10.81 -2.86
H 9.41 -10.09 -4.46
H 9.22 -12.48 -4.76
H 7.71 -11.75 -5.31
Cl 9.16 -4.23 3.24
C 8.75 -4.00 1.53
C 7.78 -2.86 1.32
Cl 6.16 -3.23 1.97
H 8.34 -4.94 1.15
H 9.68 -3.79 1.00
H 7.66 -2.67 0.25
H 8.13 -1.95 1.79
*
```